[1]
{"formula": "C30H64Br22N3OS", "method": "ωB97M-V with the def2-TZVPD basis set", "charge": 1, "gap_ev": 7.752, "symbols": ["C", "C", "C", "C", "O", "N", "C", "N", "N", "C", "C", "C", "S", "H", "H", "H", "H", "H", "H", "H", "H", "H", "H", "H", "H", "H", "H", "H", "H", "H", "H", "H", "H", "Br", "C", "C", "Br", "H", "H", "H", "H", "Br", "C", "C", "Br", "H", "H", "H", "H", "Br", "C", "C", "Br", "H", "H", "H", "H", "Br", "C", "C", "Br", "H", "H", "H", "H", "Br", "C", "C", "Br", "H", "H", "H", "H", "Br", "C", "C", "Br", "H", "H", "H", "H", "Br", "C", "C", "Br", "H", "H", "H", "H", "Br", "C", "C", "Br", "H", "H", "H", "H", "Br", "C", "C", "Br", "H", "H", "H", "H", "Br", "C", "C", "Br", "H", "H", "H", "H", "Br", "C", "C", "Br", "H", "H", "H", "H"], "positions_angstrom": [[0.57, 0.17, 1.63], [-0.52, 0.92, 0.81], [-1.71, 1.44, 1.64], [-2.69, 2.22, 0.75], [-3.71, 1.35, 0.19], [-3.86, 1.53, -1.19], [-3.02, 0.63, -1.85], [-3.38, -0.72, -1.80], [-1.96, 1.01, -2.48], [-1.03, 0.13, -3.20], [-0.88, 0.63, -4.65], [-0.06, 1.93, -4.83], [1.44, 2.06, -3.78], [0.33, 0.08, 2.69], [0.64, -0.86, 1.25], [1.56, 0.63, 1.48], [-0.90, 0.21, 0.04], [-0.06, 1.75, 0.24], [-2.19, 0.58, 2.13], [-1.32, 2.13, 2.41], [-3.23, 2.95, 1.38], [-2.09, 2.73, -0.02], [-3.69, 2.50, -1.48], [-4.31, -0.86, -2.17], [-3.38, -0.99, -0.82], [-1.72, 2.00, -2.47], [-0.09, 0.11, -2.64], [-1.38, -0.91, -3.25], [-1.90, 0.86, -5.00], [-0.54, -0.20, -5.28], [-0.65, 2.85, -4.71], [0.31, 1.94, -5.86], [0.96, 2.57, -2.61], [2.45, -2.05, -0.09], [3.64, -2.02, 1.45], [3.40, -3.21, 2.35], [1.78, -2.98, 3.41], [3.49, -1.07, 1.96], [4.64, -2.05, 1.04], [4.21, -3.31, 3.07], [3.29, -4.14, 1.80], [-8.99, 3.54, -0.70], [-8.63, 2.28, 0.74], [-7.44, 2.71, 1.56], [-5.76, 2.34, 0.63], [-8.50, 1.30, 0.27], [-9.53, 2.27, 1.34], [-7.38, 2.13, 2.48], [-7.45, 3.77, 1.80], [6.42, -0.56, -0.93], [4.98, 0.03, -2.10], [4.75, 1.51, -1.96], [3.78, 1.94, -0.32], [4.11, -0.57, -1.85], [5.31, -0.22, -3.10], [4.11, 1.87, -2.77], [5.67, 2.09, -1.94], [6.28, -4.41, -3.58], [7.48, -4.39, -2.04], [7.24, -5.58, -1.14], [5.64, -5.36, -0.07], [7.32, -3.44, -1.53], [8.48, -4.42, -2.45], [8.05, -5.68, -0.42], [7.13, -6.51, -1.69], [0.08, -0.33, 5.20], [0.53, -1.62, 6.59], [1.74, -1.19, 7.37], [3.38, -1.49, 6.37], [0.66, -2.58, 6.10], [-0.35, -1.67, 7.23], [1.84, -1.78, 8.28], [1.72, -0.14, 7.64], [-10.68, -0.45, -1.03], [-12.08, 0.26, -2.17], [-12.23, 1.75, -2.01], [-13.17, 2.19, -0.36], [-12.99, -0.29, -1.94], [-11.77, 0.02, -3.19], [-12.84, 2.17, -2.80], [-11.28, 2.27, -1.98], [1.58, -5.67, -4.11], [1.20, -5.53, -2.21], [-0.20, -5.03, -1.96], [-0.33, -3.11, -2.27], [1.96, -4.89, -1.78], [1.31, -6.54, -1.82], [-0.48, -5.17, -0.92], [-0.94, -5.50, -2.60], [8.48, 3.02, -1.11], [9.65, 3.03, 0.44], [9.40, 1.84, 1.33], [7.77, 2.05, 2.37], [9.49, 3.98, 0.95], [10.66, 3.01, 0.04], [10.20, 1.73, 2.06], [9.29, 0.91, 0.77], [10.52, -2.48, -3.50], [11.71, -2.45, -1.96], [11.48, -3.64, -1.06], [9.86, -3.42, 0.01], [11.55, -1.50, -1.45], [12.72, -2.48, -2.37], [12.28, -3.74, -0.34], [11.37, -4.57, -1.61], [-10.57, 3.84, -3.96], [-11.63, 3.62, -5.58], [-12.47, 4.84, -5.85], [-14.02, 4.91, -4.68], [-12.22, 2.72, -5.45], [-10.90, 3.47, -6.37], [-12.87, 4.81, -6.86], [-11.92, 5.77, -5.71], [1.84, 1.43, 10.13], [0.36, 2.29, 9.20], [-0.96, 2.00, 9.87], [-1.57, 0.20, 9.46], [0.39, 1.96, 8.17], [0.58, 3.36, 9.25], [-1.74, 2.66, 9.50], [-0.91, 2.07, 10.95]], "lowdin_charge": [-0.149, -0.246, -0.160, -0.213, -0.404, -0.016, -0.316, 0.169, 0.172, -0.210, -0.217, -0.533, 0.729, -0.037, -0.022, 0.040, 0.090, 0.100, 0.128, 0.127, 0.088, 0.119, 0.135, 0.128, 0.124, 0.170, 0.095, 0.032, 0.120, 0.123, 0.070, 0.075, -0.138, 0.665, -0.639, -0.668, 0.638, 0.058, 0.018, 0.066, 0.028, 0.627, -0.690, -0.630, 0.947, 0.014, 0.063, 0.062, 0.052, 0.640, -0.666, -0.673, 0.609, -0.010, 0.067, 0.010, 0.013, 0.600, -0.776, -0.700, 0.615, -0.024, -0.006, 0.017, 0.054, 0.637, -0.683, -0.702, 0.604, 0.018, 0.027, 0.064, -0.006, 0.617, -0.672, -0.763, 0.614, 0.053, 0.056, 0.029, -0.084, 0.616, -0.693, -0.658, 0.646, 0.028, 0.064, 0.063, 0.053, 0.614, -0.687, -0.696, 0.602, 0.052, 0.058, 0.058, 0.039, 0.644, -0.682, -0.659, 0.700, 0.049, 0.061, 0.060, 0.056, 0.666, -0.671, -0.693, 0.623, 0.049, 0.058, 0.059, 0.052, 0.639, -0.685, -0.684, 0.625, 0.039, 0.060, 0.059, 0.053]}

[2]
{"formula": "C30H64IN10O4P", "method": "ωB97M-V with the def2-TZVPD basis set", "gap_ev": 8.545, "symbols": ["H", "N", "C", "N", "N", "C", "C", "C", "C", "P", "I", "C", "C", "C", "C", "C", "C", "C", "C", "C", "C", "O", "C", "C", "C", "C", "C", "C", "C", "C", "N", "C", "C", "C", "C", "H", "H", "H", "H", "H", "H", "H", "H", "H", "H", "H", "H", "H", "H", "H", "H", "H", "H", "H", "H", "H", "H", "H", "H", "H", "H", "H", "H", "H", "H", "H", "H", "H", "H", "H", "H", "H", "H", "H", "H", "H", "H", "H", "H", "H", "H", "H", "H", "H", "H", "H", "N", "C", "N", "O", "H", "H", "H", "H", "N", "C", "N", "O", "H", "H", "H", "H", "N", "C", "N", "O", "H", "H", "H", "H"], "positions_angstrom": [[4.39, 1.28, 4.08], [4.59, 1.72, 3.19], [3.55, 2.30, 2.74], [2.34, 2.26, 3.48], [3.62, 3.02, 1.53], [3.04, 2.20, 0.40], [1.54, 2.55, 0.28], [1.02, 2.42, -1.16], [0.84, 0.98, -1.71], [-0.47, -0.01, -0.79], [-2.11, 0.80, -2.72], [-1.51, 1.01, 0.38], [-3.05, 0.71, 0.35], [-3.58, 0.84, 1.82], [-5.13, 1.06, 1.72], [-5.95, 0.29, 2.78], [-5.85, -1.24, 2.54], [-7.07, -1.94, 3.18], [-7.14, -3.48, 2.95], [-5.80, -4.17, 2.59], [-5.51, -4.16, 1.08], [-5.26, -5.46, 0.58], [-5.17, -5.44, -0.84], [-0.99, -1.75, -1.25], [-1.34, -2.69, -0.11], [-1.23, -4.05, -0.37], [-1.50, -5.01, 0.56], [-1.93, -4.65, 1.83], [-2.04, -3.31, 2.10], [-1.75, -2.35, 1.16], [0.64, -0.49, 0.48], [1.73, -1.41, 0.15], [1.84, -2.65, 1.08], [1.89, -2.29, 2.58], [3.24, -1.61, 2.98], [1.72, 3.03, 3.26], [1.87, 1.37, 3.38], [4.62, 3.10, 1.38], [3.59, 2.45, -0.51], [3.19, 1.15, 0.69], [0.96, 2.03, 1.03], [1.49, 3.62, 0.54], [1.80, 2.87, -1.80], [0.10, 3.00, -1.31], [0.47, 1.12, -2.73], [1.79, 0.44, -1.81], [-1.17, 0.91, 1.41], [-1.40, 2.07, 0.12], [-3.28, -0.29, -0.02], [-3.61, 1.46, -0.19], [-3.17, 1.73, 2.30], [-3.43, -0.08, 2.39], [-5.48, 0.70, 0.74], [-5.39, 2.13, 1.75], [-7.00, 0.55, 2.61], [-5.65, 0.59, 3.80], [-5.82, -1.42, 1.45], [-4.89, -1.58, 2.95], [-7.95, -1.49, 2.70], [-7.04, -1.69, 4.25], [-7.84, -3.68, 2.14], [-7.49, -3.93, 3.89], [-5.88, -5.21, 2.93], [-4.96, -3.74, 3.15], [-4.69, -3.46, 0.83], [-6.41, -3.77, 0.57], [-5.23, -4.43, -1.25], [-5.97, -6.07, -1.26], [-4.21, -5.86, -1.15], [-1.85, -1.71, -1.92], [-0.20, -2.23, -1.85], [-0.87, -4.37, -1.35], [-1.36, -6.05, 0.27], [-2.15, -5.41, 2.58], [-2.36, -3.04, 3.10], [-1.82, -1.30, 1.44], [0.23, -0.64, 1.39], [2.67, -0.87, 0.31], [1.77, -1.72, -0.90], [1.11, -3.43, 0.85], [2.83, -3.08, 0.84], [1.87, -3.25, 3.11], [1.02, -1.72, 2.91], [3.01, -0.74, 3.60], [3.85, -2.33, 3.53], [3.79, -1.31, 2.08], [7.94, 1.51, -1.24], [6.86, 0.96, -0.60], [6.75, 1.28, 0.72], [6.05, 0.25, -1.17], [8.61, 2.10, -0.79], [8.04, 1.30, -2.22], [5.97, 0.89, 1.23], [7.40, 1.86, 1.21], [2.99, 3.71, -5.42], [3.44, 3.41, -4.17], [4.14, 2.24, -4.07], [3.23, 4.14, -3.21], [3.15, 3.13, -6.22], [2.47, 4.56, -5.53], [4.50, 1.99, -3.16], [4.33, 1.63, -4.85], [4.63, 7.10, -8.46], [4.50, 6.62, -7.18], [5.48, 7.00, -6.31], [3.57, 5.91, -6.84], [5.39, 7.68, -8.76], [3.92, 6.84, -9.12], [5.41, 6.66, -5.37], [6.26, 7.58, -6.57]], "lowdin_charge": [0.044, 0.125, -0.559, 0.117, 0.016, -0.164, -0.207, -0.226, -0.341, 0.685, 0.484, -0.336, -0.330, -0.196, -0.211, -0.208, -0.224, -0.189, -0.187, -0.173, -0.255, -0.187, -0.107, -0.285, -0.266, -0.071, -0.086, -0.083, -0.095, -0.069, -0.188, -0.262, -0.186, -0.242, -0.088, 0.081, 0.070, 0.092, 0.116, 0.094, 0.066, 0.115, 0.085, 0.098, -0.021, 0.085, 0.072, 0.080, 0.083, 0.063, 0.112, 0.088, 0.105, 0.109, 0.105, 0.115, 0.113, 0.094, 0.105, 0.111, 0.104, 0.101, 0.114, 0.091, 0.106, 0.117, 0.086, 0.087, 0.078, -0.002, 0.095, 0.122, 0.112, 0.113, 0.111, 0.080, 0.047, 0.082, 0.107, 0.090, 0.117, 0.101, 0.087, 0.045, 0.072, 0.059, 0.145, -0.689, 0.158, 0.004, 0.090, 0.098, 0.065, 0.094, 0.152, -0.681, 0.154, 0.001, 0.096, 0.084, 0.084, 0.089, 0.148, -0.667, 0.155, 0.018, 0.091, 0.102, 0.107, 0.092]}